Entry from OMol25: a gas-phase ion, C5H10N (charge +1) at a distorted geometry (the ωB97M-V functional and the def2-TZVPD basis).

Results
Spin multiplicity: 1
Total charge: +1
Energy above the lowest of the compared OMol25 structures with the same formula, charge and spin in kcal/mol: 67.21
Frontier orbital gap in eV: 11.518

Element x y z (Å)
C1 -0.201 1.695 1.321
N1 -0.285 0.924 0.321
C2 -0.926 -0.032 -0.576
C3 -1.248 -1.421 0.088
C4 0.494 0.406 -0.794
C5 1.719 -0.428 -0.462
H1 -0.920 1.985 2.255
H2 0.677 2.354 1.515
H3 -1.918 0.373 -1.088
H4 -0.633 -1.647 0.909
H5 -0.850 -2.000 -0.727
H6 -2.300 -1.722 0.258
H7 0.610 1.114 -1.592
H8 1.500 -1.131 0.400
H9 2.475 0.412 -0.300
H10 1.804 -0.882 -1.526

natural (NBO) population analysis, charges in e, atoms 1 to 8: atom 1 (C): 0.100, atom 2 (N): -0.267, atom 3 (C): -0.031, atom 4 (C): -0.631, atom 5 (C): -0.037, atom 6 (C): -0.632, atom 7 (H): 0.259, atom 8 (H): 0.222


Entry from OMol25: a molecular structure, C13H33NO8P3PtSe2 (the ωB97M-V functional and the def2-TZVPD basis).

Results
Spin multiplicity: 3
Total charge: -1
Energy above the lowest of the compared OMol25 structures with the same formula, charge and spin in kcal/mol: 0.61
Frontier orbital gap (spin up / spin down) in eV: 5.903 / 6.545

Element x y z (Å)
Pt1 -0.227 -0.063 -0.287
O1 -2.772 4.884 2.184
C1 -1.692 4.807 1.241
C2 -1.308 3.347 0.947
C3 -0.721 2.725 2.219
O2 -1.638 2.659 3.305
C4 -0.252 3.465 -0.171
Se1 1.129 2.080 -0.332
C5 -2.570 2.625 0.473
Se2 -2.450 0.898 -0.468
H1 -2.919 5.808 2.399
H2 -0.814 5.326 1.642
H3 -1.987 5.292 0.303
H4 0.175 3.296 2.502
H5 -0.405 1.707 2.006
H6 -2.153 3.476 3.301
H7 0.317 4.389 -0.036
H8 -0.774 3.537 -1.127
H9 -3.094 3.276 -0.231
H10 -3.233 2.465 1.320
N1 0.188 0.372 -3.515
C6 0.594 -1.067 -3.711
C7 0.896 -1.265 -5.190
P1 2.004 -1.547 -2.641
O3 3.262 -0.821 -3.398
O4 2.091 -3.026 -2.765
O5 1.904 -0.857 -1.309
P2 -0.948 -2.007 -3.223
O6 -0.545 -3.489 -3.689
O7 -1.996 -1.419 -4.101
O8 -1.057 -1.938 -1.728
H11 0.831 1.019 -3.970
H12 0.146 0.622 -2.507
H13 -0.766 0.460 -3.896
H14 1.715 -0.616 -5.513
H15 0.001 -1.074 -5.785
H16 1.199 -2.296 -5.357
H17 3.623 -0.182 -2.773
H18 0.333 -3.688 -3.302
C8 0.945 -4.451 1.459
C9 0.624 -3.300 0.510
P3 0.451 -1.645 1.258
C10 -0.685 -1.939 2.666
C11 -1.371 -0.694 3.219
C12 2.099 -1.318 1.968
C13 2.176 -0.052 2.816
H19 1.017 -5.382 0.894
H20 0.168 -4.585 2.214
H21 1.896 -4.310 1.976
H22 -0.312 -3.473 -0.026
H23 1.384 -3.201 -0.268
H24 -0.148 -2.485 3.448
H25 -1.441 -2.619 2.259
H26 -0.667 0.008 3.666
H27 -2.098 -0.966 3.986
H28 -1.900 -0.167 2.425
H29 2.739 -1.226 1.086
H30 2.430 -2.192 2.537
H31 1.823 0.811 2.248
H32 3.207 0.143 3.117
H33 1.575 -0.139 3.724

natural (NBO) population analysis, charges in e, atoms 1 to 8: atom 1 (Pt): 0.529, atom 2 (O): -0.749, atom 3 (C): -0.053, atom 4 (C): -0.150, atom 5 (C): -0.073, atom 6 (O): -0.750, atom 7 (C): -0.566, atom 8 (Se): -0.295


Entry from OMol25: C19H16ClNO5S in the gas phase (the ωB97M-V functional and the def2-TZVPD basis).

Results
Spin multiplicity: 1
Total charge: 0
Energy above the lowest of the compared OMol25 structures with the same formula, charge and spin in kcal/mol: 0.00
Frontier orbital gap in eV: 8.220

Element x y z (Å)
O1 0.248 6.320 1.715
C1 0.861 5.340 1.368
C2 2.369 5.204 1.558
O2 2.877 3.885 1.635
C3 2.260 2.942 0.887
C4 2.919 1.741 0.644
C5 2.312 0.741 -0.088
C6 1.026 0.921 -0.598
C7 0.279 -0.101 -1.354
O3 -0.864 0.061 -1.710
C8 1.022 -1.398 -1.674
O4 0.104 -2.322 -2.236
C9 -0.018 -3.508 -1.643
O5 0.690 -3.897 -0.749
C10 -1.163 -4.301 -2.230
C11 -2.181 -4.653 -1.145
S1 -3.322 -3.278 -0.766
C12 -2.410 -2.114 0.204
C13 -1.320 -2.441 0.997
C14 -0.686 -1.460 1.739
C15 -1.167 -0.163 1.719
Cl1 -0.372 1.055 2.660
C16 -2.279 0.167 0.960
C17 -2.889 -0.806 0.196
C18 0.363 2.126 -0.347
C19 0.961 3.125 0.393
N1 0.285 4.300 0.717
H1 2.847 5.732 0.718
H2 2.657 5.704 2.485
H3 3.908 1.611 1.053
H4 2.848 -0.179 -0.254
H5 1.813 -1.197 -2.404
H6 1.456 -1.838 -0.770
H7 -1.633 -3.724 -3.026
H8 -0.755 -5.228 -2.640
H9 -1.687 -4.988 -0.235
H10 -2.848 -5.440 -1.497
H11 -0.943 -3.450 1.049
H12 0.174 -1.712 2.340
H13 -2.657 1.177 0.960
H14 -3.742 -0.561 -0.417
H15 -0.640 2.249 -0.727
H16 -0.704 4.358 0.512

natural (NBO) population analysis, charges in e, atoms 1 to 8: atom 1 (O): -0.579, atom 2 (C): 0.653, atom 3 (C): -0.166, atom 4 (O): -0.470, atom 5 (C): 0.289, atom 6 (C): -0.248, atom 7 (C): -0.170, atom 8 (C): -0.188